(1)
A 10-piece molecular cluster, C20H38Cl16N2 overall. Source: the OMol25 dataset; level of theory: ωB97M-V with the def2-TZVPD basis set.

For the energy above the lowest of the compared OMol25 structures with the same formula, charge and spin, the calculation gives 221.9 kJ/mol. For the largest force on an atom, the calculation gives 0.08111 Eh/bohr. The SMILES is ClCCCl.ClCCCl.ClCCCl.ClCCCl.ClCCCl.ClCCCl.ClCCCl.ClCCCl.CC#N.CC#N. The frontier orbital gap is 0.382 hartree.

Last column: Löwdin charge in e.
Geometry (Å):
Cl -12.83 15.41 -17.92  0.513
Cl -4.42 19.30 -9.43  0.535
Cl -10.96 16.78 -6.70  0.497
Cl -16.99 20.91 -13.13  0.538
Cl -9.38 28.06 -12.21  0.497
Cl -12.19 20.46 -10.71  0.574
Cl -9.93 19.76 -5.30  0.604
Cl -9.62 19.14 -17.00  0.530
Cl -9.71 18.37 -11.77  0.526
Cl -10.92 14.37 -15.25  0.458
Cl -17.58 25.76 -8.33  0.515
Cl -10.70 24.99 -13.09  0.551
Cl -4.86 16.97 -13.03  0.533
Cl -7.58 20.59 -14.91  0.563
Cl -16.64 23.42 -6.48  0.554
Cl -16.95 18.68 -10.64  0.520
N -14.29 21.85 -20.05  0.123
N -13.26 12.83 -9.20  0.123
C -11.84 20.04 -12.35  -0.689
C -4.43 17.34 -11.34  -0.648
C -6.99 19.59 -16.20  -0.686
C -12.92 13.77 -17.24  -0.635
C -9.24 27.18 -13.79  -0.636
C -10.50 26.39 -14.13  -0.682
C -16.63 24.42 -9.05  -0.640
C -14.51 21.20 -19.12  -0.287
C -11.35 18.57 -12.45  -0.653
C -9.22 18.94 -6.62  -0.743
C -15.80 23.76 -7.97  -0.711
C -14.76 20.43 -17.91  -0.075
C -13.82 13.55 -9.95  -0.296
C -18.04 18.66 -12.05  -0.665
C -14.62 14.45 -10.74  -0.075
C -9.29 17.43 -6.43  -0.634
C -4.51 18.85 -11.15  -0.672
C -18.43 20.12 -12.49  -0.649
C -8.03 18.54 -16.48  -0.691
C -11.50 13.35 -16.69  -0.583
H -11.37 27.04 -14.11  0.075
H -18.80 20.64 -11.60  0.067
H -6.01 19.22 -15.89  0.072
H -18.91 18.04 -11.87  0.069
H -8.19 17.98 -15.56  0.061
H -19.14 19.99 -13.30  0.069
H -15.72 20.69 -17.48  0.081
H -11.93 17.90 -11.82  0.044
H -15.33 22.85 -8.33  0.072
H -14.04 20.72 -17.15  0.080
H -15.68 14.33 -10.49  0.089
H -14.27 14.19 -11.74  0.081
H -6.83 20.20 -17.09  0.072
H -8.18 19.24 -6.60  0.064
H -13.63 13.86 -16.42  0.055
H -17.45 18.13 -12.80  0.050
H -11.50 18.16 -13.45  0.072
H -17.36 23.74 -9.50  0.063
H -13.25 13.08 -18.02  0.070
H -3.44 16.92 -11.15  0.073
H -14.62 19.37 -18.14  0.081
H -3.64 19.42 -11.48  0.059
H -10.96 20.61 -12.65  0.053
H -5.17 16.79 -10.75  0.063
H -14.29 15.47 -10.53  0.080
H -7.67 17.84 -17.23  0.074
H -10.81 13.57 -17.50  0.051
H -11.55 12.28 -16.49  0.070
H -8.62 17.01 -7.18  0.070
H -15.96 24.78 -9.83  0.077
H -12.67 20.24 -13.03  0.072
H -14.99 24.49 -7.85  0.072
H -9.02 17.14 -5.41  0.061
H -10.27 25.93 -15.10  0.066
H -9.49 19.25 -7.63  0.079
H -9.00 27.92 -14.55  0.071
H -8.40 26.50 -13.62  0.058
H -5.42 19.33 -11.52  0.062

---

(2)
C9H25N3O7Sr as an isolated structure. Source: the OMol25 dataset; level of theory: ωB97M-V with the def2-TZVPD basis set.

Its net charge is -2. For the energy above the lowest of the compared OMol25 structures with the same formula, charge and spin, the calculation gives 54.4 kJ/mol. For the largest force on an atom, the calculation gives 0.07576 Eh/bohr. The frontier orbital gap is 0.101 hartree.

Last column: Löwdin charge in e.
Geometry (Å):
Sr -1.05 0.33 -0.97  1.367
O -2.95 -0.67 -2.60  -0.542
O 1.54 0.83 -0.95  -0.048
O -0.65 1.23 1.37  -0.048
O -3.32 -0.29 0.26  -0.098
O -1.70 2.18 -2.41  -0.631
O -0.26 -2.07 -0.81  -0.577
O 0.04 -0.17 -3.36  -0.543
N 0.63 1.56 3.19  -0.198
N 3.67 0.98 -1.74  -0.197
N -3.76 -2.51 0.04  -0.186
C 4.02 2.08 -0.88  -0.068
C -4.05 -1.19 -0.11  -0.367
C -4.58 -3.52 -0.56  -0.093
C 1.86 1.63 2.42  -0.035
C -2.63 -2.97 0.81  -0.078
C 2.41 0.43 -1.67  -0.313
C -0.56 1.42 2.56  -0.304
C 0.72 1.68 4.61  -0.088
C 4.60 0.61 -2.77  -0.086
H -5.32 -3.10 -1.24  0.078
H 1.59 1.97 1.42  0.076
H 5.58 0.39 -2.33  0.076
H 2.30 -0.46 -2.30  0.131
H -3.96 -4.20 -1.15  0.091
H -4.99 -1.05 -0.65  0.124
H 3.11 2.62 -0.62  0.081
H -0.16 1.26 5.10  0.081
H 1.00 -0.08 -3.44  -0.213
H 0.84 2.72 4.93  0.083
H -2.12 -2.11 1.23  0.070
H -1.90 -3.45 0.16  0.070
H 4.28 -0.28 -3.31  0.090
H 2.33 0.65 2.34  0.101
H 1.57 1.09 4.97  0.084
H 4.73 1.43 -3.49  0.083
H -3.74 -0.16 -2.39  -0.156
H 4.49 1.71 0.04  0.081
H -2.99 -3.70 1.55  0.072
H 0.02 -2.38 0.07  -0.161
H -1.43 1.52 3.22  0.146
H 4.74 2.73 -1.38  0.075
H 2.54 2.34 2.88  0.083
H -5.14 -4.09 0.20  0.069
H -1.33 3.06 -2.23  -0.184

---

(3)
A 2-piece molecular cluster, C3H2NOS overall. Source: the OMol25 dataset; level of theory: ωB97M-V with the def2-TZVPD basis set.

Its net charge is -1. For the energy above the lowest of the compared OMol25 structures with the same formula, charge and spin, the calculation gives 153.5 kJ/mol. For the largest force on an atom, the calculation gives 0.10718 Eh/bohr. The spin multiplicity is 3. The frontier orbital gap (spin up / spin down) is 0.112 / 0.221 hartree.

Last column: Löwdin charge in e.
Geometry (Å):
S -0.04 3.32 0.50  0.385
O -0.30 -3.30 0.85  -0.033
N -0.57 -2.20 0.59  -0.287
C 0.65 0.93 -0.87  -0.171
C -0.86 -1.10 0.33  0.093
C 0.39 2.01 -0.29  -0.922
H 1.42 0.35 -1.23  -0.069
H -0.69 -0.02 0.13  0.004

---

(4)
C21H34N3O2PdSe2Te as an isolated structure. Source: the OMol25 dataset; level of theory: ωB97M-V with the def2-TZVPD basis set.

Its net charge is +1. For the largest force on an atom, the calculation gives 0.01137 Eh/bohr. The frontier orbital gap (spin up / spin down) is 0.218 / 0.207 hartree.

Last column: Löwdin charge in e.
Geometry (Å):
Te -0.29 -0.52 -1.66  1.173
Pd 0.34 0.65 0.44  0.234
Se 1.30 -1.41 1.17  0.749
Se 2.18 1.26 -1.19  0.717
O 1.44 1.64 2.08  -0.177
O 5.57 1.81 1.44  -0.041
N -2.75 1.21 0.69  0.068
N -0.85 2.40 0.16  -0.085
N -2.98 3.30 -0.27  -0.025
C -0.16 -5.35 -1.14  -0.243
C 0.74 -4.70 -1.97  0.000
C -2.17 2.32 0.18  -0.387
C 3.59 0.42 -0.14  -0.510
C -1.05 4.18 -1.50  -0.150
C 2.87 1.82 1.92  -0.180
C -0.18 -6.85 -1.03  -0.037
C 1.78 -2.66 -2.98  -0.080
C 0.75 -3.32 -2.09  -0.317
C -0.28 3.66 -0.30  -0.245
C -4.43 3.29 -0.10  -0.142
C -1.09 -3.20 -0.48  -0.347
C -2.48 4.42 -1.06  -0.144
C 2.90 -0.69 2.04  -0.485
C -4.19 1.02 0.81  -0.167
C -0.19 -2.59 -1.35  -0.568
C 3.53 0.55 1.39  -0.565
C -2.06 -2.44 0.39  -0.103
C -4.84 2.37 1.04  -0.151
C -1.06 -4.58 -0.40  -0.002
C 4.99 0.59 1.88  -0.219
H -1.01 3.44 -2.30  0.123
H 3.60 -1.52 1.98  0.072
H -4.59 0.56 -0.10  0.124
H -0.31 4.41 0.50  0.126
H -2.15 0.60 1.20  0.096
H -2.72 -3.13 0.91  0.083
H -0.62 5.11 -1.88  0.125
H -1.52 -1.86 1.15  0.024
H 3.28 2.03 2.91  0.141
H 1.05 2.50 2.28  0.105
H -4.75 4.31 0.10  0.130
H -2.54 5.34 -0.46  0.132
H 4.49 0.91 -0.53  0.074
H 2.68 -0.50 3.09  0.076
H 1.32 -2.19 -3.84  0.080
H -5.93 2.28 1.06  0.124
H -1.76 -5.08 0.27  0.125
H -1.06 -7.26 -1.53  0.090
H 2.33 -1.89 -2.43  0.048
H -4.51 2.78 1.99  0.127
H 2.50 -3.39 -3.34  0.084
H -2.68 -1.74 -0.18  0.054
H 0.70 -7.29 -1.49  0.079
H -0.22 -7.17 0.01  0.085
H 0.77 3.50 -0.54  0.038
H 3.61 -0.63 -0.42  0.053
H -4.37 0.34 1.64  0.128
H 3.08 2.67 1.27  0.122
H -4.90 2.97 -1.03  0.134
H 5.52 -0.28 1.48  0.137
H 5.00 0.52 2.98  0.136
H -3.14 4.55 -1.92  0.130
H 1.46 -5.29 -2.53  0.122
H 6.48 1.85 1.73  0.105

---

(5)
C8H16Cl8F8Mg2N4O16S8 as an isolated structure. Source: the OMol25 dataset; level of theory: ωB97M-V with the def2-TZVPD basis set.

For the energy above the lowest of the compared OMol25 structures with the same formula, charge and spin, the calculation gives 550.2 kJ/mol. For the largest force on an atom, the calculation gives 0.18965 Eh/bohr. The frontier orbital gap is 0.253 hartree.

Last column: Löwdin charge in e.
Geometry (Å):
Cl 5.96 2.20 -2.60  0.527
Cl -0.32 3.76 -5.11  0.544
Cl 2.97 3.39 -4.84  0.549
Cl 0.68 -1.63 7.08  0.598
Cl 0.19 -1.44 3.62  0.777
Cl -2.88 4.14 0.66  0.596
Cl 6.40 1.51 0.52  0.529
Cl -0.94 6.56 2.10  0.553
S -3.07 1.27 3.00  0.464
S -3.43 -3.37 0.59  0.512
S 1.61 -0.99 -0.56  0.513
S -0.62 -0.20 -0.34  0.636
S -1.40 -0.60 -5.77  0.446
S -1.20 -4.20 0.66  0.645
S -3.01 0.06 5.04  0.585
S -2.52 -2.27 -4.49  0.624
Mg -0.31 -2.92 -2.20  0.938
Mg -1.71 -1.59 2.54  0.404
F -1.99 -0.65 -0.97  -0.116
F -0.13 -0.56 -6.77  -0.214
F -3.20 1.06 1.40  -0.205
F 2.39 -2.36 -0.96  -0.194
F -4.21 -2.04 1.13  -0.169
F -2.76 -3.84 -4.75  -0.178
F 0.15 -3.68 1.32  -0.159
F -2.32 -1.32 5.51  -0.231
O -0.90 -0.51 1.04  -0.340
O -0.41 1.15 -0.78  -0.148
O -1.30 -5.51 1.22  -0.154
O -3.81 -1.69 -4.61  -0.187
O -3.46 -3.09 -0.83  -0.219
O -4.37 -0.08 5.48  -0.209
O -1.94 -2.36 -3.14  -0.375
O -4.21 -4.43 1.14  -0.183
O 1.75 -1.08 0.87  -0.249
O 2.36 -0.02 -1.29  -0.210
O -0.78 0.09 -4.65  -0.298
O -2.16 1.07 5.60  -0.224
O -4.39 1.75 3.30  -0.213
O -0.93 -4.12 -0.76  -0.289
O -2.01 2.21 3.11  -0.259
O -2.38 0.06 -6.58  -0.233
N -2.13 -2.99 1.36  -0.313
N 0.21 -1.48 -1.16  -0.308
N -2.72 -0.27 3.35  -0.335
N -1.39 -2.17 -5.77  -0.227
C -0.45 4.88 1.76  -0.641
C -1.14 4.47 0.46  -0.661
C 1.85 -1.22 5.80  -0.631
C 1.78 2.37 -4.02  -0.681
C 0.44 3.00 -3.68  -0.641
C 1.62 -2.08 4.57  -0.470
C 5.51 0.60 -1.92  -0.634
C 6.36 0.23 -0.70  -0.655
H 5.63 -0.21 -2.64  0.079
H 0.62 4.93 1.59  0.067
H 2.86 -1.32 6.19  0.085
H 0.47 3.77 -2.91  0.064
H -0.61 4.21 2.60  0.052
H 7.39 0.05 -1.02  0.068
H -1.01 5.24 -0.29  0.060
H 2.23 2.15 -3.05  0.049
H 6.01 -0.64 -0.16  0.060
H 4.46 0.79 -1.69  0.017
H 1.50 -3.14 4.80  0.089
H 1.68 1.46 -4.60  0.062
H 1.84 -0.16 5.52  0.084
H -0.25 2.26 -3.28  0.040
H -0.66 3.58 0.04  0.043
H 2.50 -2.02 3.92  0.091